Below is C20H24BCl2FN8O6PW as an isolated structure in a non-equilibrium geometry, with properties calculated with ωB97M-V with the def2-TZVPD basis set.

The total energy is -3119.5688 hartree. The net charge is +1. For the highest occupied orbital energy (spin up / spin down), the calculation gives -11.6 / -12.4 eV. As for the multiplicity: 3. The calculation puts the frontier orbital gap (spin up / spin down) at 8.5 / 7.5 eV.

Atoms and positions in Å:
W: -0.06 0.07 -0.07
C: 4.00 -1.04 1.08
C: 3.05 -0.12 0.68
N: 1.86 -0.72 0.55
N: 2.03 -2.03 0.83
C: 3.31 -2.24 1.16
B: 0.97 -3.08 0.43
N: -0.33 -2.81 1.17
C: -1.04 -3.60 1.97
C: -2.22 -2.95 2.30
C: -2.14 -1.74 1.63
N: -0.99 -1.66 0.94
N: 0.65 -2.84 -1.06
C: 0.92 -3.63 -2.10
C: 0.65 -2.94 -3.26
C: 0.22 -1.69 -2.83
N: 0.21 -1.63 -1.49
H: 5.04 -0.87 1.27
H: 3.16 0.92 0.46
H: 3.65 -3.23 1.40
H: 1.38 -4.18 0.62
H: -0.66 -4.57 2.26
H: -3.02 -3.31 2.92
H: -2.85 -0.93 1.63
H: 1.29 -4.63 -1.93
H: 0.76 -3.28 -4.28
H: -0.05 -0.86 -3.45
F: -3.09 0.98 0.50
C: -2.53 0.53 -0.61
C: -1.83 1.40 -1.40
N: -1.57 1.14 -2.71
C: -0.46 1.83 -3.35
C: 0.91 1.43 -2.81
O: 1.89 1.70 -3.45
O: 0.95 0.85 -1.63
C: -2.19 0.08 -3.39
O: -2.03 -0.12 -4.56
N: -2.99 -0.72 -2.60
C: -3.23 -0.63 -1.24
O: -3.96 -1.37 -0.65
H: -1.57 2.39 -1.04
H: -0.58 2.91 -3.21
H: -0.50 1.63 -4.42
H: -3.47 -1.47 -3.09
C: 1.81 3.41 -0.53
P: 0.79 2.48 0.64
C: -0.56 3.66 0.99
C: 1.79 2.48 2.17
H: 2.18 4.32 -0.05
H: 1.23 3.70 -1.41
H: 2.66 2.81 -0.87
H: -0.15 4.53 1.51
H: -1.32 3.20 1.63
H: -1.02 4.02 0.07
H: 1.49 3.30 2.81
H: 2.84 2.62 1.90
H: 1.69 1.55 2.72
Cl: -0.68 2.45 4.53
C: -1.32 0.85 4.10
Cl: -3.03 0.95 3.70
C: -0.46 0.27 2.97
O: 0.42 -0.51 3.23
O: -0.74 0.72 1.77
H: -1.20 0.21 4.97


Below is a single C20H23N3O2S2 molecule in a non-equilibrium geometry, with properties calculated with ωB97M-V with the def2-TZVPD basis set.

The total energy is -1886.9433 hartree. For the highest occupied orbital energy, the calculation gives -8.0 eV. As for the structure (SMILES): CC1(C)CC(C)(C)c2cc(N/C(S)=N/c3ccc([N+](=O)[O-])cc3)ccc2S1. The calculation puts the frontier orbital gap at 7.7 eV.

Atoms and positions in Å:
O: 1.95 9.03 0.70
O: 2.11 9.00 2.82
N: -1.46 3.86 2.00
S: 0.49 2.34 0.72
S: -1.82 -3.74 -0.27
C: -1.08 2.71 1.50
C: -0.19 5.47 0.70
C: -0.27 5.62 3.11
C: -2.65 -1.87 1.47
C: -2.65 -0.52 1.98
C: 0.58 6.63 0.66
C: 0.55 6.75 3.06
C: -1.76 0.22 -0.07
C: -0.63 4.97 1.93
C: -2.09 -2.12 0.23
C: -2.11 0.48 1.21
C: 0.95 7.30 1.83
C: -1.71 -1.06 -0.63
N: -2.04 1.74 1.77
N: 1.68 8.55 1.78
C: 0.29 -4.95 -1.62
C: 0.86 -3.46 0.26
C: -0.53 -0.13 -2.66
C: -2.28 -1.82 -2.96
C: -0.03 -2.51 -2.03
C: -0.11 -3.59 -0.95
C: -1.15 -1.40 -2.03
H: 0.44 0.99 1.02
H: -0.47 4.98 -0.21
H: -0.63 5.22 4.07
H: -3.04 -2.69 2.03
H: -2.98 -0.37 3.01
H: 0.86 7.01 -0.34
H: 0.86 7.21 4.01
H: -1.44 1.06 -0.67
H: -2.59 1.95 2.59
H: 1.25 -4.83 -2.10
H: 0.42 -5.71 -0.86
H: -0.43 -5.23 -2.42
H: 0.61 -4.18 1.02
H: 1.92 -3.63 -0.02
H: 0.81 -2.44 0.68
H: 0.31 0.30 -2.08
H: -1.28 0.66 -2.83
H: -0.11 -0.43 -3.66
H: -3.15 -1.16 -2.80
H: -2.02 -1.72 -4.00
H: -2.56 -2.85 -2.79
H: 0.95 -2.07 -1.94
H: -0.07 -3.02 -3.02


Below is a single C20H24N4O3S molecule in a non-equilibrium geometry, with properties calculated with ωB97M-V with the def2-TZVPD basis set.

The total energy is -1619.4631 hartree. For the highest occupied orbital energy, the calculation gives -8.1 eV. As for the structure (SMILES): COCCCNc1nc2ccccc2nc1NS(=O)(=O)c1ccc(C)cc1C. The calculation puts the frontier orbital gap at 8.1 eV.

Atoms and positions in Å:
C: -4.36 -0.45 -0.67
O: -4.93 -1.54 0.03
C: -4.15 -2.71 0.03
C: -2.84 -2.59 0.83
C: -1.61 -2.38 -0.06
N: -0.46 -1.98 0.71
C: -0.23 -0.69 1.00
N: -1.05 0.23 0.54
C: -0.82 1.53 0.86
C: -1.66 2.54 0.37
C: -1.45 3.84 0.73
C: -0.39 4.19 1.58
C: 0.45 3.23 2.07
C: 0.25 1.88 1.71
N: 1.12 0.93 2.16
C: 0.91 -0.30 1.80
N: 1.83 -1.26 2.22
H: 2.48 -0.86 2.89
S: 2.69 -2.11 1.02
O: 1.98 -3.33 0.75
O: 4.03 -2.22 1.51
C: 2.54 -1.02 -0.39
C: 1.74 -1.45 -1.43
C: 1.45 -0.60 -2.48
C: 1.96 0.70 -2.49
C: 2.78 1.10 -1.44
C: 3.09 0.26 -0.37
C: 3.96 0.74 0.74
H: 4.63 1.52 0.39
H: 4.53 -0.08 1.16
H: 3.33 1.16 1.53
H: 3.19 2.10 -1.45
C: 1.65 1.63 -3.61
H: 0.67 1.42 -4.03
H: 2.39 1.51 -4.41
H: 1.68 2.66 -3.28
H: 0.82 -0.93 -3.29
H: 1.35 -2.45 -1.40
H: 1.27 3.47 2.72
H: -0.24 5.22 1.85
H: -2.10 4.62 0.35
H: -2.48 2.26 -0.28
H: 0.19 -2.68 1.04
H: -1.81 -1.59 -0.79
H: -1.36 -3.30 -0.59
H: -2.69 -3.49 1.43
H: -2.94 -1.75 1.51
H: -4.80 -3.46 0.48
H: -3.93 -3.02 -1.01
H: -3.44 -0.09 -0.19
H: -5.11 0.34 -0.65
H: -4.14 -0.72 -1.71


Below is C32H88BeF6N8O8P as an isolated structure in a non-equilibrium geometry, with properties calculated with ωB97M-V with the def2-TZVPD basis set.

The total energy is -3266.9974 hartree. The net charge is +1. For the highest occupied orbital energy, the calculation gives -9.9 eV. The calculation puts the frontier orbital gap at 5.8 eV.

Atoms and positions in Å:
Be: 20.43 -31.28 -38.22
P: 23.32 -34.10 -39.65
F: 23.35 -35.10 -38.38
F: 24.34 -35.05 -40.45
F: 22.02 -34.91 -40.20
F: 23.23 -33.16 -41.03
F: 22.27 -33.03 -38.98
F: 24.58 -33.15 -39.15
C: 23.63 -38.38 -38.08
C: 25.05 -38.53 -38.66
C: 25.21 -39.17 -40.03
O: 24.58 -40.47 -39.98
C: 24.84 -41.26 -41.09
N: 25.61 -37.26 -38.60
H: 22.98 -37.76 -38.69
H: 23.65 -38.02 -37.05
H: 23.18 -39.37 -38.01
H: 25.62 -39.10 -37.93
H: 26.29 -39.22 -40.19
H: 24.74 -38.57 -40.81
H: 24.31 -42.21 -40.97
H: 25.91 -41.47 -41.14
H: 24.55 -40.86 -42.06
H: 25.01 -36.48 -38.84
H: 26.32 -37.22 -39.32
C: 19.16 -30.34 -42.36
C: 20.33 -31.37 -42.21
C: 21.54 -31.00 -43.12
O: 22.13 -29.67 -42.81
C: 23.25 -29.25 -43.56
N: 20.84 -31.32 -40.86
H: 18.32 -30.48 -41.67
H: 18.81 -30.58 -43.36
H: 19.57 -29.33 -42.30
H: 20.02 -32.39 -42.45
H: 21.37 -30.99 -44.19
H: 22.35 -31.73 -43.06
H: 22.79 -28.77 -44.42
H: 23.97 -30.04 -43.79
H: 23.88 -28.45 -43.18
H: 21.51 -32.07 -40.99
H: 21.52 -30.58 -40.97
C: 15.83 -31.53 -39.36
C: 17.22 -31.95 -38.80
C: 18.02 -33.04 -39.59
O: 19.18 -33.42 -38.82
C: 19.41 -34.77 -38.70
N: 17.91 -30.67 -38.69
H: 15.78 -31.08 -40.35
H: 15.33 -30.85 -38.67
H: 15.20 -32.41 -39.27
H: 16.98 -32.36 -37.82
H: 18.23 -32.81 -40.64
H: 17.41 -33.93 -39.73
H: 20.22 -35.02 -38.02
H: 19.60 -35.18 -39.69
H: 18.53 -35.20 -38.23
H: 17.33 -30.19 -38.02
H: 17.60 -30.12 -39.47
C: 26.61 -33.89 -36.72
C: 27.94 -34.32 -36.14
C: 28.80 -35.33 -37.01
O: 29.05 -34.72 -38.26
C: 29.89 -35.45 -39.12
N: 28.69 -33.12 -35.95
H: 26.03 -33.32 -35.98
H: 26.11 -34.81 -37.01
H: 26.64 -33.23 -37.59
H: 27.82 -34.68 -35.11
H: 28.25 -36.26 -37.15
H: 29.72 -35.53 -36.47
H: 30.93 -35.21 -38.88
H: 29.68 -35.24 -40.17
H: 29.63 -36.50 -39.06
H: 29.61 -33.45 -35.70
H: 28.33 -32.80 -35.06
C: 20.20 -26.75 -39.51
C: 20.55 -28.24 -39.46
C: 22.10 -28.42 -39.73
O: 22.48 -29.73 -39.33
C: 23.86 -29.91 -39.24
N: 20.24 -28.72 -38.12
H: 19.23 -26.62 -39.05
H: 20.21 -26.43 -40.55
H: 20.84 -26.09 -38.91
H: 19.98 -28.73 -40.25
H: 22.57 -27.69 -39.08
H: 22.41 -28.23 -40.75
H: 24.33 -29.02 -38.82
H: 24.30 -30.24 -40.18
H: 24.14 -30.65 -38.49
H: 20.68 -28.05 -37.51
H: 19.27 -28.48 -37.98
C: 23.48 -32.07 -34.60
C: 22.42 -32.19 -35.69
C: 21.07 -32.65 -35.06
O: 20.07 -32.78 -36.02
C: 18.87 -33.34 -35.45
N: 22.29 -30.89 -36.35
H: 23.65 -32.96 -34.00
H: 23.41 -31.19 -33.96
H: 24.43 -31.93 -35.12
H: 22.79 -32.91 -36.42
H: 20.67 -31.93 -34.35
H: 21.13 -33.60 -34.53
H: 18.06 -33.44 -36.17
H: 18.57 -32.65 -34.66
H: 18.94 -34.33 -35.01
H: 21.98 -30.29 -35.60
H: 23.25 -30.62 -36.52
C: 23.74 -34.43 -44.27
C: 22.54 -35.31 -43.91
C: 22.05 -36.31 -45.01
O: 21.52 -35.52 -46.12
C: 20.39 -36.06 -46.73
N: 22.99 -36.05 -42.73
H: 23.95 -33.68 -43.50
H: 23.60 -33.88 -45.20
H: 24.68 -34.93 -44.47
H: 21.67 -34.69 -43.69
H: 21.24 -36.90 -44.58
H: 22.88 -36.96 -45.28
H: 19.57 -36.12 -46.01
H: 20.50 -37.00 -47.28
H: 20.02 -35.29 -47.40
H: 23.33 -35.52 -41.94
H: 22.19 -36.51 -42.32
C: 26.75 -33.24 -42.13
C: 27.68 -33.21 -40.89
C: 29.13 -32.97 -41.47
O: 30.12 -32.84 -40.41
C: 31.44 -32.95 -40.86
N: 27.20 -32.17 -40.00
H: 27.11 -33.89 -42.92
H: 26.64 -32.30 -42.66
H: 25.77 -33.68 -41.94
H: 27.72 -34.20 -40.46
H: 29.14 -32.14 -42.17
H: 29.37 -33.85 -42.07
H: 31.59 -34.00 -41.12
H: 32.16 -32.77 -40.07
H: 31.73 -32.41 -41.76
H: 26.23 -32.41 -39.84
H: 27.09 -31.39 -40.63


Below is C16H21BrN9OPt as an isolated structure in a non-equilibrium geometry, with properties calculated with ωB97M-V with the def2-TZVPD basis set.

The total energy is -3883.6688 hartree. The net charge is -1. For the highest occupied orbital energy, the calculation gives -5.4 eV. The calculation puts the frontier orbital gap at 6.7 eV.

Atoms and positions in Å:
Pt: 0.70 2.73 -1.92
N: -0.76 5.48 -3.57
C: -0.67 4.31 -4.27
N: -1.25 4.10 -5.44
N: -0.90 2.86 -5.77
N: -0.15 2.34 -4.88
N: 0.04 3.23 -3.90
C: -0.40 5.66 -2.27
N: -0.73 6.71 -1.54
N: -0.17 6.49 -0.35
N: 0.46 5.39 -0.34
N: 0.36 4.81 -1.54
H: -1.35 6.20 -3.97
C: -3.55 -2.10 1.88
C: -2.08 -2.53 1.97
C: -1.66 -2.52 3.45
C: -1.94 -3.93 1.35
C: -1.18 -1.57 1.21
C: -1.69 -0.47 0.54
C: -0.85 0.38 -0.14
Br: -1.76 1.85 -1.00
C: 0.55 0.23 -0.23
O: 1.30 1.05 -0.88
C: 1.07 -0.91 0.47
C: 0.20 -1.75 1.14
C: 2.56 -1.29 0.52
C: 3.01 -1.29 1.99
C: 3.48 -0.34 -0.24
C: 2.73 -2.69 -0.10
H: -4.18 -2.79 2.43
H: -3.88 -2.08 0.85
H: -3.68 -1.11 2.30
H: -2.31 -3.17 4.04
H: -1.74 -1.51 3.84
H: -0.64 -2.85 3.58
H: -2.60 -4.64 1.85
H: -0.93 -4.30 1.42
H: -2.21 -3.88 0.30
H: -2.73 -0.24 0.53
H: 0.62 -2.60 1.66
H: 2.87 -0.30 2.42
H: 4.07 -1.55 2.06
H: 2.45 -2.00 2.60
H: 3.42 0.67 0.16
H: 3.22 -0.30 -1.30
H: 4.51 -0.68 -0.15
H: 2.16 -3.45 0.44
H: 3.78 -2.98 -0.08
H: 2.39 -2.68 -1.13


Below is C37H46As2CoN3O2Si as an isolated structure, with properties calculated with ωB97M-V with the def2-TZVPD basis set.

The total energy is -7895.6007 hartree. The net charge is +2. For the highest occupied orbital energy (spin up / spin down), the calculation gives -13.5 / -14.0 eV. As for the multiplicity: 5. The calculation puts the frontier orbital gap (spin up / spin down) at 7.6 / 7.1 eV.

Atoms and positions in Å:
Co: 0.84 -0.22 -0.02
C: 2.08 0.40 4.34
O: 3.22 0.42 3.43
C: 2.70 0.26 2.23
N: 1.45 0.03 2.09
C: 0.92 -0.13 3.47
C: -0.39 0.57 3.72
C: -0.72 1.74 3.04
C: -1.93 2.38 3.29
C: -2.80 1.86 4.24
C: -2.47 0.70 4.92
C: -1.27 0.05 4.66
C: 3.58 0.33 1.05
C: 4.94 0.63 1.05
C: 5.59 0.69 -0.18
C: 4.88 0.47 -1.35
C: 3.53 0.18 -1.25
N: 2.92 0.10 -0.07
C: 2.59 0.02 -2.38
N: 1.34 -0.21 -2.20
C: 0.72 -0.11 -3.55
C: 1.94 -0.13 -4.48
O: 3.06 0.19 -3.60
C: -0.29 -1.16 -3.90
C: -0.15 -2.48 -3.50
C: -1.06 -3.44 -3.92
C: -2.12 -3.08 -4.74
C: -2.26 -1.76 -5.15
C: -1.35 -0.81 -4.73
H: 1.92 1.42 4.69
H: 2.33 -0.25 5.17
H: 0.77 -1.19 3.65
H: -0.03 2.14 2.32
H: -2.18 3.29 2.75
H: -3.74 2.36 4.44
H: -3.15 0.30 5.66
H: -1.03 -0.86 5.19
H: 5.45 0.82 1.98
H: 6.64 0.91 -0.22
H: 5.35 0.52 -2.32
H: 0.22 0.87 -3.59
H: 1.91 0.61 -5.28
H: 2.12 -1.12 -4.89
H: 0.68 -2.76 -2.86
H: -0.94 -4.47 -3.61
H: -2.83 -3.83 -5.06
H: -3.08 -1.48 -5.80
H: -1.47 0.22 -5.05
C: -2.72 -0.34 -1.65
As: -1.72 0.20 -0.07
C: -2.91 -0.45 1.32
C: -2.10 2.11 -0.13
C: -3.44 2.50 -0.14
C: -3.79 3.84 -0.20
C: -2.80 4.81 -0.27
C: -1.46 4.43 -0.29
C: -1.10 3.09 -0.22
As: 0.78 2.60 -0.26
C: 1.34 3.37 -1.96
C: 1.58 3.93 0.93
H: -2.45 0.30 -2.49
H: -3.78 -0.24 -1.45
H: -2.49 -1.37 -1.93
H: -3.77 0.21 1.37
H: -2.41 -0.45 2.29
H: -3.24 -1.45 1.06
H: -4.22 1.76 -0.09
H: -4.83 4.13 -0.19
H: -3.06 5.86 -0.32
H: -0.70 5.20 -0.36
H: 1.09 4.43 -2.00
H: 0.85 2.87 -2.79
H: 2.42 3.26 -2.07
H: 1.29 4.93 0.62
H: 2.66 3.84 0.87
H: 1.26 3.77 1.95
C: -0.49 -3.24 2.59
Si: 0.09 -3.73 0.89
C: -1.32 -3.73 -0.31
C: 0.88 -5.42 0.97
C: 1.53 -2.65 0.29
H: -1.31 -3.90 2.89
H: -0.87 -2.22 2.64
H: 0.31 -3.37 3.32
H: -2.05 -4.48 -0.01
H: -0.97 -4.00 -1.31
H: -1.84 -2.78 -0.38
H: 0.15 -6.14 1.34
H: 1.74 -5.43 1.64
H: 1.22 -5.77 -0.01
H: 1.83 -2.69 -0.75
H: 2.39 -2.57 0.95